A molecular structure, C6H22N8O6Tl in a non-equilibrium geometry, computed with wB97M-V/def2-TZVPD.

```
! wB97M-V def2-TZVPD RIJCOSX def2/J DEFGRID3
* xyz 2 2
C -0.035 4.685 -1.139
N 0.281 -0.176 4.747
O 1.760 3.410 -0.263
O 0.662 -0.753 2.536
N 0.377 0.471 -4.446
O -0.993 3.694 -1.046
H 0.363 -3.177 3.711
N -3.561 -1.819 2.497
O -0.055 -1.438 -0.392
C 0.477 -1.055 3.746
C -3.009 -1.251 1.556
H -0.010 5.093 -0.129
N 1.962 -2.214 -0.842
O 0.385 1.199 -2.323
Tl -0.086 1.275 0.570
H -3.677 -2.799 0.512
N 0.286 -3.566 -0.636
H 2.341 -0.673 -3.917
H 2.264 5.011 -1.382
H 0.123 0.764 4.412
N 2.039 -0.092 -3.148
H -0.718 -3.605 -0.741
H 2.347 -1.282 -0.770
H 2.413 -3.020 -1.250
H -2.772 -1.780 -0.420
H 1.493 3.515 -2.198
H 2.582 2.968 -0.485
H 0.069 -2.388 5.196
H 0.851 -4.378 -0.838
N 0.304 -2.306 4.217
H 0.515 -0.406 5.702
H -1.526 3.654 -1.843
H -4.249 -2.520 2.260
H -0.268 5.510 -1.813
H 0.879 -0.128 -5.086
N -3.306 -1.863 0.433
C 0.711 -2.342 -0.461
O -2.347 -0.218 1.680
C 1.496 4.237 -1.382
H -3.317 -1.468 3.412
H -0.596 0.657 -4.642
C 0.880 0.548 -3.231
H 2.666 0.026 -2.365
*
```

Highest occupied orbital energy (spin up / spin down) (eV): -15.55 / -15.28
Gap between HOMO and LUMO (spin up / spin down) (eV): 10.160 / 4.267
<S²>: 0.76
Max |F| (eV/A): 7.8
Molecular weight (g/mol): 506.7
Lowest unoccupied orbital energy (spin up / spin down) (eV): -5.4 / -11.0

2 unconnected molecules or ions with the total composition C4H10O2 in a non-equilibrium geometry, computed with wB97M-V/def2-TZVPD.

```
! wB97M-V def2-TZVPD RIJCOSX def2/J DEFGRID3
* xyz 0 1
C 1.554 0.867 2.220
H -0.968 -1.467 -0.061
H 0.221 -1.437 -2.381
H 1.988 0.132 2.882
H 0.360 0.596 0.742
O 0.337 0.497 1.700
H -2.711 -0.135 -0.050
C 2.260 1.916 1.815
H -1.815 -2.373 -1.251
H 3.205 2.043 2.316
H -1.239 -0.708 -2.996
C -1.516 -1.354 -1.005
C -0.613 -0.813 -2.096
O -2.674 -0.542 -0.919
H 1.972 2.545 0.988
H -0.361 0.233 -1.903
*
```

Highest occupied orbital energy (eV): -9.59
Gap between HOMO and LUMO (eV): 10.364
Max |F| (eV/A): 1.6
Molecular weight (g/mol): 90.1
Energy above the lowest of the compared OMol25 structures with the same formula, charge and spin (kcal/mol): 44.6
Structure (SMILES): C=CO.CCO
Lowest unoccupied orbital energy (eV): 0.8

A gas-phase ion, C5H10N3O2 (charge +1) in a non-equilibrium geometry, computed with wB97M-V/def2-TZVPD.

```
! wB97M-V def2-TZVPD RIJCOSX def2/J DEFGRID3
* xyz 1 1
H 2.259 1.516 1.055
H 2.103 1.883 -1.116
H 1.235 -1.044 -0.978
N 1.751 0.774 0.494
C -1.673 0.732 -0.710
O -2.162 2.010 -0.724
H -3.116 0.119 0.708
C -2.196 -0.190 0.104
H 0.138 0.461 2.482
H -0.956 0.570 -1.415
C 0.858 -0.083 0.703
C -1.722 -1.547 0.257
H -0.185 -2.926 0.233
H 3.361 0.856 -0.845
H -2.624 2.126 0.048
H -2.526 -2.309 0.528
N 2.337 0.921 -0.863
N 0.538 -0.986 -0.237
O 0.219 -0.243 1.832
C -0.477 -1.904 0.047
*
```

Highest occupied orbital energy (eV): -11.98
Gap between HOMO and LUMO (eV): 8.706
Max |F| (eV/A): 8.4
Molecular weight (g/mol): 144.2
Energy above the lowest of the compared OMol25 structures with the same formula, charge and spin (kcal/mol): 67.6
Structure (SMILES): NN/C(O)=[NH+]/C=C\C=C\O
Lowest unoccupied orbital energy (eV): -3.3

17 unconnected molecules or ions with the total composition C21H76N4O17 in a non-equilibrium geometry, computed with wB97M-V/def2-TZVPD.

```
! wB97M-V def2-TZVPD RIJCOSX def2/J DEFGRID3
* xyz 0 1
H 2.982 3.903 0.805
H -2.895 -1.620 -2.661
H -4.358 -3.845 -1.055
H -1.425 4.056 1.081
O 2.595 1.970 1.353
N 2.405 1.205 -1.135
H -2.779 3.108 -3.171
O 0.083 -4.206 0.632
O 4.037 -0.515 -1.715
H 0.543 -5.862 1.588
H -0.072 0.180 4.034
H -2.293 -3.582 4.211
C -1.956 -2.049 -3.104
H -4.057 0.438 1.261
C -3.540 1.294 1.547
O 5.823 -1.092 2.310
H -5.481 -3.009 0.178
H 1.103 -1.996 4.118
H -3.445 -1.726 -5.855
C -0.371 -5.352 1.325
H -1.832 -3.066 -2.848
H 0.722 4.660 1.893
C 1.008 0.043 4.025
C -0.019 3.891 2.297
C 0.138 3.703 3.798
H -0.573 2.971 4.177
H -0.271 3.507 -1.227
H -2.069 -0.634 -4.763
C -3.285 2.181 -3.071
N -4.519 -3.152 -0.302
H -1.107 -2.782 3.099
O -3.433 1.812 -1.768
H -2.192 -1.827 4.133
H -2.406 3.049 -0.755
O 0.559 3.189 -1.626
H -2.028 1.848 2.817
O 1.141 -0.818 0.365
H 0.928 1.353 -4.942
H 2.666 -2.798 -2.354
H -0.831 -4.941 2.221
H -3.971 1.056 -1.776
H 1.316 -0.966 1.309
H -1.344 -2.083 -5.231
H 3.995 3.216 2.200
H 0.508 3.320 -3.633
H 1.458 0.640 -3.367
H 1.085 3.372 3.981
H 2.003 2.133 -1.374
H 1.468 0.483 4.901
H 4.252 2.725 0.623
H -1.307 -2.625 5.937
H -0.701 1.021 0.247
H 3.051 -2.559 0.158
H 0.251 2.937 1.814
H 3.993 -0.585 1.735
H 2.876 -2.354 1.970
H 0.840 -0.398 -5.567
H 4.677 0.678 2.801
C 3.570 0.819 -1.613
C 3.479 3.035 1.253
H 4.623 -3.742 2.247
O 1.460 -1.277 3.587
H -3.468 -0.354 3.606
H 5.436 1.580 -1.919
H -2.510 -4.179 -1.056
H -0.010 4.676 4.370
H -4.251 1.971 1.972
O -1.722 3.614 -0.385
H 0.667 -4.446 -0.145
H -1.675 0.212 2.218
H -0.254 1.009 -3.690
H -1.092 5.510 -0.651
O -3.112 -2.179 1.369
O -1.316 4.295 2.003
N -2.497 -3.740 -0.193
O 0.619 -0.605 -4.659
C 0.692 0.648 -4.084
H -4.230 2.147 -3.619
H -2.856 5.349 -0.210
C 3.289 -3.019 1.177
O 0.908 -3.321 -3.367
C 1.623 -2.559 -2.383
O 4.639 -3.324 1.385
C -2.016 4.914 -0.807
H 1.978 3.904 -2.816
C 0.887 3.872 -2.825
C -0.979 0.134 -0.421
H 2.805 -3.974 0.998
H 5.016 0.434 1.052
O -0.716 -2.764 5.162
C -1.612 -2.753 4.038
H -0.959 -6.044 0.790
C 4.903 -0.097 1.988
H 4.172 2.839 -1.958
O -3.046 0.462 3.813
H 1.149 -2.753 -1.373
H 2.526 1.622 0.426
H -0.408 -1.983 -0.493
H -0.717 -1.244 1.042
H -2.741 1.375 -3.584
H -0.679 0.468 -1.417
C -3.373 -2.906 0.236
O -3.348 -2.208 -5.014
N 4.369 1.811 -1.904
H 5.405 -1.841 1.829
H -2.019 -0.150 -0.533
C -2.469 0.927 2.624
C -2.135 -1.724 -4.552
H -1.494 -3.693 0.126
H 1.719 0.476 -0.852
H 1.607 -1.491 -2.693
H -3.169 1.796 0.689
H -2.272 4.974 -1.864
H 1.468 0.593 3.202
H 1.008 -2.844 -4.147
C -0.231 -1.095 0.078
H 0.455 4.886 -2.825
H -1.051 -1.515 -2.839
*
```

Highest occupied orbital energy (eV): -8.70
Gap between HOMO and LUMO (eV): 8.709
Max |F| (eV/A): 9.4
Molecular weight (g/mol): 656.9
Energy above the lowest of the compared OMol25 structures with the same formula, charge and spin (kcal/mol): 16.5
Lowest unoccupied orbital energy (eV): 0.0

A molecular structure, C21H21F3HgN2OSSi, computed with wB97M-V/def2-TZVPD.

```
! wB97M-V def2-TZVPD RIJCOSX def2/J DEFGRID3
* xyz -1 2
C -1.246 -3.769 -2.107
F -2.475 -3.522 -2.587
C -0.777 1.837 3.389
H -3.121 1.683 -1.350
N 0.868 -0.833 -3.177
H -0.297 1.572 5.448
S -1.411 -0.623 -1.862
H -2.525 3.322 -1.530
H 4.706 -2.858 -0.928
H -3.613 4.966 1.313
C 1.842 -1.477 -3.790
C -0.163 -2.939 -2.728
Si -2.708 2.703 0.853
H 2.383 -0.291 2.658
C 3.339 0.105 -0.023
H 1.717 0.207 4.976
C -3.976 1.720 1.837
O 1.059 0.584 0.506
N -1.147 1.959 0.981
H 2.371 -3.593 -0.576
H -1.891 5.044 0.932
H -2.416 4.542 2.542
H -3.814 1.778 2.914
C 4.301 -0.814 -0.419
H 3.570 1.155 0.102
H -1.666 2.422 3.584
H -3.938 0.669 1.546
H 5.316 -0.484 -0.598
Hg 0.392 2.141 -2.366
F -1.309 -3.646 -0.764
H 2.726 -3.330 -4.458
H 0.857 -4.665 -3.459
C 0.762 0.805 1.792
C 0.865 -3.586 -3.386
C 1.507 0.313 2.853
C 1.903 -2.855 -3.942
C 2.044 -0.334 0.183
F -1.038 -5.102 -2.325
C -0.016 1.363 4.424
C -2.649 4.478 1.477
C -0.172 -1.513 -2.627
C 3.958 -2.146 -0.602
C 1.678 -1.655 -0.004
C -0.443 1.587 2.015
C 1.125 0.594 4.157
H 0.638 -1.936 0.107
C 2.649 -2.562 -0.398
C -3.196 2.693 -0.942
H -4.220 3.052 -1.077
H -4.983 2.088 1.626
H 2.636 -0.849 -4.188
*
```

Highest occupied orbital energy (spin up / spin down) (eV): -3.71 / -3.71
Gap between HOMO and LUMO (spin up / spin down) (eV): 6.528 / 4.945
<S²>: 0.79
Max |F| (eV/A): 0.2
Molecular weight (g/mol): 635.1
Energy above the lowest of the compared OMol25 structures with the same formula, charge and spin (kcal/mol): 2.9
Lowest unoccupied orbital energy (spin up / spin down) (eV): 2.8 / 1.2

3 unconnected molecules or ions with the total composition C30H59BN8O6P2 in a non-equilibrium geometry, computed with wB97M-V/def2-TZVPD.

```
! wB97M-V def2-TZVPD RIJCOSX def2/J DEFGRID3
* xyz 0 1
H -3.577 0.665 3.958
H -4.155 -2.169 -1.237
H -3.948 0.871 0.153
H 3.807 -0.520 -5.491
H -2.308 -2.188 4.482
H 7.971 1.080 -4.583
H -3.047 -3.792 4.693
H 4.242 -4.160 -4.532
B -2.375 -1.294 0.995
H -1.155 7.118 -4.077
H 7.120 0.688 -3.096
C -6.506 -2.074 7.265
H -4.946 -3.264 3.525
H 4.435 -1.124 1.114
H -3.720 -1.340 8.919
H -5.495 6.583 -2.998
C -6.542 0.697 5.489
N -3.485 3.225 -0.901
C 1.422 1.893 -0.408
H -5.290 -0.574 9.213
C -4.968 -2.233 3.893
O -3.612 -1.927 0.754
H -5.073 1.442 3.460
H 7.890 -0.287 -6.408
H -7.249 -0.077 5.784
C -1.516 6.113 -3.758
O 2.588 -2.068 0.909
N 4.964 -2.243 -5.124
C -4.506 1.110 4.334
C 3.713 -1.611 -5.531
H -6.681 -2.977 7.860
H -4.483 -1.604 3.143
H -1.442 -2.901 1.582
H 2.878 -1.902 -4.882
C 6.961 -0.776 -6.096
H -7.011 1.191 4.634
H 1.816 -0.316 -0.647
H 1.679 2.464 -1.318
H -0.171 3.316 -4.426
C -3.486 -2.652 -0.487
C -1.547 4.617 -1.624
H 7.885 -3.192 -4.681
H 7.195 -4.432 -3.609
N 6.880 -2.444 -2.973
C -4.795 -1.458 8.792
C -3.945 5.394 -1.806
H 6.208 1.292 -4.490
H 3.610 1.143 1.429
C 2.800 0.424 1.166
C -1.081 2.601 -0.710
H -1.482 6.761 -1.627
H 3.380 -1.124 2.553
C -0.095 1.615 -0.276
H -6.456 1.428 6.303
C -2.964 4.332 -1.408
C 3.383 -1.002 1.445
C 6.769 -2.768 -1.554
C 7.046 0.656 -4.188
H 1.694 2.541 0.460
O 4.494 -2.099 -2.768
H 6.130 -3.643 -1.384
N -0.604 3.756 -1.274
H -2.608 6.114 -3.919
C -1.960 0.109 0.407
C 7.676 -3.448 -3.642
C -2.871 1.084 0.015
H -2.541 -2.869 6.102
C -2.479 2.362 -0.559
H -1.703 4.536 -5.271
C 4.859 -3.681 -5.302
N 6.856 -0.733 -4.643
C -2.985 -2.782 5.104
H 3.463 -1.869 -6.563
O 0.089 4.207 -4.156
H 7.027 -1.797 -6.465
H -0.335 5.653 -5.543
H 5.840 -4.152 -5.312
N -5.263 0.129 5.105
H 2.998 -2.279 0.055
H 1.998 0.594 1.922
P 5.600 -1.551 -3.669
C -1.084 5.944 -2.272
C -0.527 0.407 0.265
H -6.773 -2.342 6.242
H 7.754 -2.968 -1.125
H 6.354 -1.928 -0.999
C -0.877 5.077 -4.755
O -4.020 0.483 7.153
O -1.423 -1.952 1.777
H 8.654 -3.543 -3.160
H 6.132 -0.267 -6.597
H 3.233 0.713 -0.912
N -5.131 -1.650 7.386
H -2.452 -2.629 -0.903
H -7.199 -1.303 7.622
H -4.240 1.986 4.936
H -3.834 -3.701 -0.401
C 2.306 0.613 -0.298
C -4.715 6.084 -2.433
H 0.022 6.028 -2.223
N -4.317 -2.158 5.195
H 4.428 -3.912 -6.279
H 0.173 -0.375 0.605
P -4.266 -0.714 6.243
H -6.022 -1.969 3.952
H -5.084 -2.332 9.382
*
```

Highest occupied orbital energy (eV): -7.90
Gap between HOMO and LUMO (eV): 7.122
Max |F| (eV/A): 7.1
Molecular weight (g/mol): 700.6
Structure (SMILES): C#Cc1nc2cc(B(O)OC)cc(CCCCO)c2nc1CCCO.CN(C)P(=O)(N(C)C)N(C)C.CN(C)P(=O)(N(C)C)N(C)C
Lowest unoccupied orbital energy (eV): -0.8

13 unconnected molecules or ions with the total composition C13H52O13 in a non-equilibrium geometry, computed with wB97M-V/def2-TZVPD.

```
! wB97M-V def2-TZVPD RIJCOSX def2/J DEFGRID3
* xyz -1 2
H -1.165 0.542 1.474
H 0.963 -0.961 1.374
H 4.108 0.401 0.090
O -2.053 2.110 -3.285
H 0.375 -2.097 4.917
H -3.898 1.504 -2.597
H 1.119 3.016 -3.161
H 4.105 -0.842 -0.999
H -2.467 -2.372 -3.271
H 1.088 4.528 1.122
H 0.304 3.232 -1.610
C -2.479 -1.701 -4.130
H -0.424 1.281 5.259
H -3.968 2.383 -4.074
O -5.715 -2.049 -0.682
H 3.060 2.490 1.820
O 1.723 -1.543 1.301
O 1.019 -0.128 5.605
H 1.380 2.387 2.113
H 3.821 -3.386 -0.657
H 0.130 -0.191 -0.911
H -2.140 -2.899 3.984
C -1.309 -2.200 4.068
C -3.440 2.343 -3.121
H 3.080 -4.273 -1.927
C -0.656 0.227 -0.282
H 0.145 0.390 3.825
H -4.118 -3.460 -0.853
C 1.831 -0.892 -4.165
H -0.724 1.226 -0.712
H -3.361 0.786 2.658
H 1.052 1.836 -1.828
H 2.306 3.692 2.914
H 1.319 -2.240 -2.729
H 2.268 3.568 -0.658
H -1.637 -0.230 -0.412
H 1.277 -0.504 -5.019
H -3.086 3.106 2.657
H -6.414 -2.665 -0.912
H -1.006 -1.912 3.061
O -0.339 0.233 1.093
C 2.184 3.114 1.998
H 2.284 -1.444 3.275
O -1.623 -0.602 -3.821
O 1.882 -2.732 -1.126
H 2.754 0.023 2.297
C 1.222 2.882 -2.084
O -2.625 1.163 2.170
O 1.812 3.943 0.887
H -1.983 2.255 3.826
H 3.606 -1.525 2.101
C 3.703 0.165 -0.894
C -4.512 -2.516 -1.229
O -0.257 -2.815 4.834
O 0.897 -1.678 -3.383
H -2.176 -2.309 -4.983
H 1.730 -2.317 -0.274
H -3.616 3.227 -2.508
H 1.414 0.227 6.404
H -1.928 1.168 -3.421
C 2.859 -3.788 -0.976
H -4.627 -2.569 -2.312
H 2.144 -0.030 -3.576
H 3.527 1.821 -1.837
H -3.514 -1.382 -4.255
H -3.764 -1.757 -1.000
H -1.425 2.855 2.276
H 2.629 0.054 -0.747
C 0.452 0.882 4.748
H 1.200 1.623 4.468
O 4.045 1.025 -1.979
H 2.713 -1.430 -4.513
C 2.644 -1.061 2.319
H -1.659 -1.330 4.623
C -2.272 2.392 2.784
O 2.456 3.314 -1.565
H 2.541 -4.617 -0.345
H -0.789 -0.973 -3.524
*
```

Highest occupied orbital energy (spin up / spin down) (eV): 0.35 / -7.39
Gap between HOMO and LUMO (spin up / spin down) (eV): 1.930 / 9.630
<S²>: 0.75
Max |F| (eV/A): 2.2
Molecular weight (g/mol): 416.5
Energy above the lowest of the compared OMol25 structures with the same formula, charge and spin (kcal/mol): 0.0
Lowest unoccupied orbital energy (spin up / spin down) (eV): 2.3 / 2.2